This record from the OMol25 dataset describes a molecular structure, C38H69BaClGeN6O3PS2Si3 at a distorted geometry. The level of theory is ωB97M-V/def2-TZVPD.

```
125
Properties=species:S:1:pos:R:3:forces:R:3:lowdin_spin:R:1
Ba 0.493 -0.782 -1.635 0.294 -0.269 1.208 0.003
C -2.419 0.317 -3.010 -0.053 -0.247 -0.067 0.002
N -1.614 -0.865 -3.349 0.042 -0.062 -0.492 0.000
C -0.761 -0.613 -4.543 -0.022 -0.161 0.033 0.000
C 0.461 -1.551 -4.604 0.194 0.222 -0.051 0.000
N 1.687 -0.961 -3.962 -0.391 -0.041 -0.666 0.000
C 2.719 -1.990 -3.759 -0.043 0.470 -0.305 0.000
C 2.136 0.205 -4.704 -0.267 -0.110 0.061 0.000
C 2.740 -0.012 -5.936 0.195 0.083 -0.117 0.000
C 3.136 1.032 -6.751 0.039 -0.087 -0.014 0.000
C 2.892 2.329 -6.329 0.055 0.072 -0.128 0.000
C 2.268 2.552 -5.120 -0.008 0.266 0.062 0.000
C 1.870 1.519 -4.265 0.043 -0.119 0.101 0.000
S 1.101 1.990 -2.744 -0.088 0.190 -0.301 0.000
C -2.431 -2.058 -3.513 0.138 0.071 0.023 0.000
C -3.419 -2.033 -4.492 -0.174 -0.125 -0.043 0.000
C -4.252 -3.115 -4.711 0.033 0.078 -0.006 0.000
C -4.080 -4.252 -3.933 -0.159 -0.026 -0.148 0.000
C -3.091 -4.289 -2.976 0.015 -0.189 0.118 0.000
C -2.234 -3.210 -2.732 0.086 0.120 -0.007 0.000
S -0.999 -3.414 -1.487 -0.085 -0.155 -0.102 0.000
H -3.162 0.541 -3.784 0.009 0.143 0.035 0.000
H -1.761 1.178 -2.889 0.041 0.049 -0.031 0.001
H -2.942 0.133 -2.071 -0.027 -0.038 0.024 0.001
H -0.415 0.421 -4.513 -0.078 0.007 0.041 0.000
H -1.352 -0.730 -5.459 0.062 0.000 0.001 0.000
H 0.692 -1.795 -5.649 -0.067 -0.015 0.069 0.000
H 0.203 -2.491 -4.098 0.154 0.043 0.027 0.000
H 2.329 -2.779 -3.117 -0.076 -0.109 0.032 0.000
H 3.575 -1.537 -3.261 -0.010 -0.013 -0.018 0.000
H 3.034 -2.426 -4.713 0.048 -0.197 0.113 0.000
H 2.910 -1.030 -6.263 -0.007 -0.029 -0.022 0.000
H 3.617 0.836 -7.700 0.007 -0.014 -0.033 0.000
H 3.173 3.170 -6.949 0.017 0.020 -0.022 0.000
H 2.055 3.567 -4.803 0.013 -0.009 -0.017 0.000
H -3.537 -1.141 -5.095 -0.026 0.016 -0.019 0.000
H -5.017 -3.073 -5.474 -0.021 0.003 -0.026 0.000
H -4.716 -5.116 -4.080 -0.008 -0.009 -0.004 0.000
H -2.949 -5.182 -2.381 0.005 -0.005 0.016 0.000
O 2.141 0.634 2.301 0.029 0.061 -0.265 0.001
H 1.312 0.530 1.806 -0.029 0.081 0.100 0.001
H 2.669 -0.054 1.855 0.011 -0.020 0.071 0.000
O -2.970 -1.620 0.196 -0.004 -0.017 -0.040 0.002
H -2.261 -2.209 -0.156 -0.013 0.042 -0.091 0.000
H -3.769 -1.999 -0.190 -0.007 0.025 -0.015 0.000
Cl 3.077 -1.170 -0.202 0.351 -0.163 0.304 0.000
O -0.235 -0.073 0.686 -0.350 0.321 0.927 0.100
C -1.170 0.166 1.488 0.204 -0.163 -0.190 0.122
C -4.586 4.520 0.162 -0.148 0.178 -0.068 0.040
C -3.680 3.395 0.527 0.072 -0.053 0.044 0.229
C -3.908 2.582 1.650 -0.007 -0.163 0.162 0.003
C -3.079 1.557 1.981 -0.233 0.094 0.044 0.173
N -1.967 1.253 1.214 0.165 -0.137 0.121 0.091
C -1.691 2.075 0.124 0.009 0.150 -0.200 0.178
C -2.522 3.101 -0.206 0.183 -0.068 -0.082 -0.003
H -5.529 4.458 0.702 -0.036 -0.016 0.023 0.000
H -4.813 4.521 -0.905 0.004 -0.007 -0.035 0.008
H -4.144 5.493 0.395 0.043 0.009 0.011 0.015
H -4.767 2.751 2.285 -0.044 0.020 0.012 -0.004
H -3.247 0.914 2.827 -0.066 -0.029 0.002 0.008
H -0.787 1.855 -0.418 -0.022 0.002 -0.013 0.013
H -2.247 3.693 -1.070 -0.020 0.046 -0.043 -0.005
C -3.826 -2.502 5.045 -0.031 0.076 -0.287 0.000
Si -3.476 -2.211 3.200 -0.024 -0.104 0.005 0.002
C -3.301 -3.928 2.414 -0.090 0.324 0.042 0.000
C -4.977 -1.292 2.508 0.136 -0.120 0.163 0.002
Ge -1.411 -0.973 3.137 -0.001 -0.014 -0.004 0.003
Si -1.317 0.523 5.006 -0.003 0.070 0.082 0.002
C -0.772 -0.474 6.516 -0.116 0.210 -0.155 0.000
C -0.090 1.918 4.671 -0.182 -0.212 0.040 0.001
C -2.993 1.328 5.401 0.295 -0.038 0.051 0.003
Si 0.370 -2.578 3.347 -0.010 -0.057 0.053 -0.001
C 1.993 -1.891 4.033 -0.194 -0.232 -0.068 0.000
C -0.324 -3.762 4.656 0.241 0.114 -0.210 0.000
C 0.728 -3.524 1.769 0.015 0.161 0.189 0.000
H -4.718 -3.121 5.149 -0.091 -0.055 0.003 0.000
H -4.004 -1.574 5.585 -0.026 0.104 0.039 0.000
H -3.010 -3.022 5.539 0.144 -0.092 0.033 0.000
H -4.213 -4.170 1.866 -0.062 -0.021 -0.029 0.000
H -3.169 -4.687 3.183 0.012 -0.071 0.085 0.000
H -2.476 -4.002 1.711 0.097 0.028 -0.090 0.000
H -5.755 -2.032 2.311 -0.100 -0.028 0.004 0.000
H -4.775 -0.756 1.586 0.066 0.015 -0.046 0.002
H -5.374 -0.587 3.239 -0.027 0.068 0.067 0.000
H 0.180 -0.974 6.359 0.116 -0.021 -0.049 0.000
H -1.509 -1.234 6.774 -0.091 -0.051 0.011 0.000
H -0.666 0.194 7.373 0.007 0.025 0.065 0.000
H 0.900 1.548 4.402 0.054 -0.076 0.020 0.000
H -0.010 2.547 5.558 0.048 0.077 0.050 0.000
H -0.438 2.542 3.847 -0.065 0.054 -0.062 0.001
H -3.842 0.655 5.303 -0.043 -0.121 -0.027 0.000
H -3.174 2.190 4.761 0.012 0.069 -0.025 0.001
H -2.973 1.679 6.435 -0.019 0.053 0.060 0.000
H 1.882 -0.986 4.624 -0.039 0.075 0.050 0.000
H 2.687 -1.676 3.225 0.029 -0.038 -0.030 0.000
H 2.436 -2.666 4.661 0.049 -0.031 0.059 0.000
H -0.517 -3.261 5.602 -0.006 0.086 0.108 0.000
H 0.414 -4.545 4.841 0.046 -0.046 0.021 0.000
H -1.241 -4.245 4.336 -0.138 -0.065 -0.086 0.000
H 1.264 -2.901 1.052 0.045 0.050 0.008 0.000
H -0.158 -3.918 1.280 -0.147 -0.055 -0.020 0.000
H 1.380 -4.362 2.023 0.052 -0.076 -0.023 0.000
C 4.640 4.304 -0.424 -0.126 0.063 0.101 0.000
N 4.297 3.107 0.457 0.004 0.119 0.121 0.000
C 5.597 2.430 0.887 -0.063 0.024 0.204 0.000
N 6.391 2.082 -0.234 0.121 0.114 0.068 0.000
C 6.655 3.264 -1.046 0.206 0.033 -0.026 0.000
N 5.444 3.917 -1.528 0.076 0.190 0.111 0.000
C 4.710 3.073 -2.485 -0.149 0.115 0.014 0.000
P 4.146 1.457 -1.784 -0.132 -0.684 -0.686 0.000
C 3.393 2.149 -0.259 -0.139 0.107 0.173 0.000
C 5.775 1.008 -1.028 0.023 -0.115 0.151 0.000
H 5.170 5.011 0.221 -0.006 -0.027 -0.078 0.000
H 3.687 4.726 -0.750 0.080 0.008 -0.015 0.000
H 3.813 3.433 1.295 0.012 -0.033 -0.011 0.000
H 5.303 1.553 1.466 0.069 0.029 -0.035 0.000
H 6.113 3.155 1.524 -0.012 -0.072 -0.051 0.000
H 7.257 2.967 -1.906 -0.010 0.030 0.040 0.000
H 7.227 3.981 -0.447 -0.048 -0.042 -0.043 0.000
H 5.348 2.890 -3.351 0.025 -0.006 0.000 0.000
H 3.830 3.613 -2.847 0.034 0.000 0.018 0.000
H 3.138 1.355 0.443 0.045 0.081 -0.163 0.000
H 2.480 2.686 -0.523 0.071 -0.022 -0.046 0.000
H 6.471 0.715 -1.816 -0.005 0.029 -0.015 0.000
H 5.621 0.133 -0.393 -0.013 0.013 -0.028 0.000
```
Forces are in eV/Å.

Output
E_LUMO (alpha / beta): -0.1662 / -0.2267 eV
Net charge: 0
2S+1: 2
Orbital gap (alpha / beta): 6.00 / 6.70 eV

This record from the OMol25 dataset describes C9H8N2O2Si in the gas phase at a distorted geometry. The level of theory is ωB97M-V/def2-TZVPD.

```
22
Properties=species:S:1:pos:R:3:forces:R:3:mulliken_charge:R:1
C 1.409 2.218 0.326 -1.502 -3.209 -0.431 -0.171
C -1.997 0.008 2.293 -1.833 1.230 -0.757 -0.546
C -1.856 -1.365 2.091 -0.928 -4.676 0.202 -0.182
C -1.180 0.831 1.659 -0.378 2.152 0.237 -0.700
C -0.892 -1.952 1.312 -1.929 1.681 1.519 -0.787
C 0.924 0.867 0.218 0.088 1.329 1.059 -0.027
C -0.178 0.337 0.812 2.821 0.476 -0.938 1.096
C -0.011 -1.099 0.600 0.336 -0.377 0.284 0.452
C 1.648 -0.143 -0.655 -0.004 0.192 0.491 1.156
N 1.738 3.291 0.438 0.979 2.808 0.298 -0.465
N 1.002 -1.481 -0.067 0.989 0.944 -3.325 -0.761
O 3.021 -0.182 -0.573 -2.406 2.137 4.528 -0.493
O 1.422 0.512 -1.965 -0.106 -2.049 1.182 -0.281
Si 0.181 0.422 -3.027 -1.884 -1.814 0.346 0.416
H -2.973 0.454 2.521 0.528 -0.461 1.056 0.298
H -2.650 -2.101 2.545 1.650 1.608 -0.739 0.237
H -1.410 1.884 1.760 0.400 0.173 -0.373 0.377
H -0.902 -2.982 1.203 0.266 -1.765 -0.358 0.492
H 3.397 -0.597 -1.272 1.481 -2.138 -3.535 0.321
H -1.221 0.430 -2.410 0.878 0.326 -0.029 -0.127
H 0.426 1.442 -3.938 0.211 1.627 -0.969 -0.161
H 0.102 -0.795 -3.869 0.345 -0.194 0.251 -0.144
```
Forces are in eV/Å.

Output
E_LUMO (alpha / beta): -1.9091 / -1.9077 eV
Net charge: 0
Orbital gap (alpha / beta): 6.94 / 6.95 eV